No. 1
{"formula": "C5H5N3", "method": "wB97M-V/def2-TZVPD", "largest_force_ev_per_a": 6.4, "relative_energy_kj_mol": 645.6, "e_lumo_ev": -2.54, "elements": ["C", "C", "C", "C", "C", "N", "N", "N", "H", "H", "H", "H", "H"], "coordinates": [[-1.770307, -1.211084, 2.645772], [-1.389574, -1.034777, 1.535033], [-0.461723, 0.028705, -2.423847], [0.530736, 0.376398, -0.513082], [1.471025, 0.918333, 0.444366], [0.674445, 0.563395, -1.821101], [-1.166897, -0.542346, -1.509337], [-0.643907, -0.275898, -0.377241], [-2.071564, -1.745550, 3.477015], [-0.656901, -0.085633, -3.472410], [2.294682, 0.209918, 0.306220], [1.930048, 1.872546, 0.171327], [1.259937, 0.925993, 1.537288]], "atomic_forces_ev_per_a": [[0.027, -0.318, -0.085], [2.107, 2.222, -5.664], [2.523, 0.004, 1.753], [-0.963, 0.888, -1.626], [1.870, -0.593, 1.577], [-0.256, 0.589, -0.661], [-3.667, -1.689, 0.252], [-0.476, -0.943, 3.853], [-0.497, -0.298, 1.408], [0.058, 0.237, -0.097], [0.404, 0.109, 0.501], [-0.662, -0.046, -0.237], [-0.468, -0.163, -0.974]]}

***

No. 2
{"formula": "C6H5N2", "method": "wB97M-V/def2-TZVPD", "largest_force_ev_per_a": 4.8, "relative_energy_kj_mol": 547.9, "e_lumo_ev": -5.81, "charge": 1, "elements": ["C", "C", "C", "C", "C", "C", "N", "N", "H", "H", "H", "H", "H"], "coordinates": [[-1.459953, -0.701245, -0.296942], [2.070802, -0.304869, -0.932411], [-1.397964, 0.708944, -0.363029], [-0.162317, 0.733199, 0.508602], [0.019688, -0.685501, 1.010104], [0.954059, -0.102000, 0.017949], [2.456180, 0.053724, 0.197401], [-1.223648, -1.831211, -0.145365], [2.488761, -0.828369, -1.805067], [-1.383336, 1.283774, -1.364089], [-2.338333, 1.245727, 0.085336], [0.087930, 1.608078, 1.135843], [-0.111875, -1.180252, 1.951667]], "atomic_forces_ev_per_a": [[-1.131, -1.183, -0.965], [-0.201, -1.089, 0.978], [-2.351, 4.189, -0.637], [0.790, 1.828, -0.129], [1.078, 0.013, -1.865], [0.545, -0.605, 1.188], [-0.481, 0.254, -0.379], [0.309, -0.159, 0.668], [-0.457, 0.680, 0.136], [0.512, -1.608, 1.175], [1.656, -1.371, -0.189], [-0.407, -0.626, -0.188], [0.138, -0.324, 0.208]]}

***

No. 3
{"formula": "C30H22ClFN5O9Ru", "method": "wB97M-V/def2-TZVPD", "largest_force_ev_per_a": 3.2, "s2": 1.0031, "e_lumo_ev": [-2.20, -1.81], "multiplicity": 2, "elements": ["Ru", "C", "C", "C", "C", "C", "C", "C", "F", "C", "C", "C", "O", "C", "C", "N", "C", "C", "O", "O", "H", "H", "H", "H", "H", "H", "H", "H", "H", "H", "H", "O", "C", "O", "C", "C", "Cl", "N", "N", "C", "C", "O", "O", "C", "C", "C", "C", "C", "C", "H", "H", "H", "H", "H", "H", "C", "N", "C", "C", "C", "O", "N", "C", "O", "H", "H", "H", "H", "H"], "coordinates": [[1.280931, -0.159242, -0.144793], [-4.607662, 4.205667, 1.373093], [-3.869545, 3.879725, 2.672036], [-4.836543, 3.216179, 3.652364], [-4.107449, 2.881037, 4.943568], [-2.971325, 1.959022, 4.629461], [-2.576642, 0.995107, 5.531266], [-1.490572, 0.174871, 5.246682], [-1.126150, -0.743743, 6.155098], [-0.791630, 0.298150, 4.072238], [-1.194760, 1.252729, 3.132661], [-0.404845, 1.387873, 1.904606], [0.652246, 0.741052, 1.781389], [-0.927776, 2.340206, 0.975820], [-2.019973, 3.092437, 1.304558], [-2.711461, 3.002046, 2.446977], [-2.304975, 2.083270, 3.395326], [-0.342775, 2.613587, -0.411016], [-0.773175, 3.583176, -1.015815], [0.535355, 1.814143, -0.851332], [-5.575388, 4.636746, 1.620487], [-4.772299, 3.301143, 0.792865], [-4.078399, 4.925173, 0.754730], [-3.491346, 4.810601, 3.117986], [-5.235120, 2.307416, 3.196812], [-5.667562, 3.893514, 3.851799], [-4.777074, 2.426087, 5.673439], [-3.718993, 3.803301, 5.388168], [-3.107474, 0.869936, 6.461754], [0.062392, -0.322664, 3.850995], [-2.322673, 3.826573, 0.575700], [7.192782, -1.075406, -1.079283], [6.578018, -1.187124, -2.228977], [7.160199, -1.485611, -3.243294], [5.108128, -0.897474, -2.257331], [4.336293, -0.903388, -3.419170], [4.893167, -1.319837, -4.954745], [3.061678, -0.557419, -3.093749], [2.997638, -0.332923, -1.774396], [4.191514, -0.541577, -1.245222], [4.335500, -0.452785, 0.264679], [5.459035, -0.534092, 0.757581], [3.264676, -0.318326, 0.904744], [1.901897, -0.430256, -3.891892], [0.659122, -0.367539, -3.263439], [-0.502265, -0.242323, -4.000095], [-0.445393, -0.183277, -5.383598], [0.785801, -0.237047, -6.012881], [1.955255, -0.349533, -5.281254], [6.596642, -0.849578, -0.297144], [0.585017, -0.407711, -2.168729], [-1.450002, -0.182181, -3.486772], [-1.353396, -0.088253, -5.959704], [0.843374, -0.175637, -7.089350], [2.899671, -0.363750, -5.794375], [1.545059, -5.860632, -1.398624], [0.785229, -4.677612, -1.069225], [-0.518269, -4.715306, -0.738588], [-1.201328, -3.615227, -0.335940], [-0.465991, -2.389895, -0.227829], [-0.921476, -1.296563, 0.183275], [0.827361, -2.391671, -0.611896], [1.505553, -3.461037, -1.069157], [2.649826, -3.426742, -1.469829], [0.895635, -6.730948, -1.453813], [2.310445, -6.015204, -0.636701], [2.055266, -5.709649, -2.349971], [-1.001420, -5.681496, -0.812057], [-2.247580, -3.640088, -0.090165]], "atomic_forces_ev_per_a": [[0.794, 0.614, 1.485], [0.209, 0.067, 0.127], [-0.704, 0.377, 0.072], [0.282, 0.178, 0.161], [-0.172, 0.017, -0.122], [-0.037, -0.084, 0.193], [0.109, 0.084, -0.232], [0.207, 0.089, -0.446], [-0.020, -0.004, -0.025], [-0.148, -0.132, 0.408], [0.164, 0.213, -0.017], [-1.666, 1.267, -0.069], [1.137, -1.876, -1.300], [0.547, -0.566, -0.222], [0.048, -0.045, 0.114], [0.273, -0.078, -0.424], [0.450, -0.570, 0.307], [-1.240, 0.720, 1.151], [0.167, -0.130, -0.132], [1.980, -2.527, -0.401], [-0.018, 0.032, 0.023], [-0.053, -0.103, -0.068], [0.027, 0.025, -0.067], [-0.088, -0.134, -0.008], [-0.071, -0.031, -0.016], [0.036, 0.015, -0.122], [0.022, -0.012, 0.000], [-0.041, -0.015, 0.033], [-0.037, 0.015, 0.143], [0.061, -0.053, 0.026], [-0.099, 0.044, -0.019], [0.234, 0.029, 0.649], [-0.183, 0.022, -0.301], [0.030, -0.005, 0.148], [-0.343, 0.120, -0.149], [0.391, -0.063, 0.762], [-0.129, -0.077, -0.228], [0.677, -0.072, 0.017], [-1.194, 0.018, 1.145], [0.078, -0.088, -0.187], [1.143, -0.282, -1.474], [-0.232, 0.041, 0.151], [-2.949, 0.348, -0.010], [-0.951, 0.077, -0.359], [0.064, -0.077, 0.486], [0.088, 0.030, -0.091], [-0.019, -0.034, 0.049], [-0.118, 0.041, 0.027], [0.200, 0.044, 0.137], [-0.064, -0.045, -0.410], [-0.138, -0.093, -1.167], [-0.060, 0.001, 0.064], [-0.052, 0.011, -0.063], [0.041, 0.002, -0.071], [-0.096, 0.056, -0.041], [0.474, -0.202, -0.178], [0.247, 0.437, -0.024], [-0.613, 0.312, 0.257], [0.074, -0.138, -0.008], [0.174, -0.314, -0.214], [0.499, 0.933, -0.311], [0.304, 2.251, 1.049], [0.257, -0.391, -0.239], [0.230, -0.110, -0.002], [-0.086, 0.091, 0.030], [-0.016, -0.107, -0.067], [-0.054, -0.091, 0.045], [0.061, -0.004, -0.012], [-0.086, -0.067, 0.037]]}

***

No. 4
{"formula": "C35H54BaN9O", "method": "wB97M-V/def2-TZVPD", "largest_force_ev_per_a": 4.4, "relative_energy_kj_mol": 74.3, "e_lumo_ev": -2.08, "charge": 1, "elements": ["Ba", "C", "N", "C", "C", "C", "C", "C", "C", "C", "N", "C", "C", "C", "C", "C", "C", "N", "C", "C", "H", "H", "H", "H", "H", "H", "H", "H", "H", "H", "H", "H", "H", "H", "H", "H", "H", "H", "H", "H", "C", "N", "C", "C", "N", "C", "C", "C", "C", "C", "C", "N", "C", "N", "C", "C", "N", "C", "C", "N", "C", "C", "H", "H", "H", "H", "H", "H", "H", "H", "H", "H", "H", "H", "H", "H", "H", "H", "H", "H", "H", "H", "H", "H", "H", "H", "H", "H", "H", "H", "C", "C", "C", "O", "H", "H", "H", "H", "H", "H"], "coordinates": [[0.018225, 0.282227, 0.758441], [1.682407, 0.454976, 4.625944], [1.600193, -0.842044, 3.926978], [0.659590, -1.792518, 4.563788], [2.602782, -1.261560, 3.146860], [3.198210, -2.499458, 3.445261], [4.241229, -3.025027, 2.696536], [4.765424, -2.255676, 1.668076], [4.304022, -0.975305, 1.359723], [3.225903, -0.420677, 2.097761], [2.525578, 0.728743, 1.733783], [3.161752, 1.894167, 1.404025], [4.564909, 2.059265, 1.797592], [5.246833, 3.110220, 1.244504], [4.684114, 3.953286, 0.326502], [3.368835, 3.875492, -0.060491], [2.543282, 2.980071, 0.582204], [1.113353, 3.043547, 0.422690], [0.560621, 3.932722, -0.600914], [0.274918, 3.276068, 1.624279], [1.891068, 0.305171, 5.707114], [0.712100, 0.933529, 4.580807], [2.450112, 1.082633, 4.174182], [1.150427, -2.525273, 5.243542], [0.127214, -2.375484, 3.793193], [-0.031696, -1.221507, 5.161598], [2.875754, -3.023109, 4.364627], [4.610079, -4.018804, 2.895125], [5.655747, -2.649059, 1.126569], [4.795894, -0.416025, 0.581615], [4.987387, 1.292989, 2.459918], [6.309443, 3.334635, 1.513449], [5.263893, 4.837704, 0.060007], [3.006648, 4.531127, -0.877876], [0.694484, 4.981673, -0.266861], [-0.516481, 3.779737, -0.625321], [0.983440, 3.756239, -1.546615], [0.513880, 4.208746, 2.162535], [0.466191, 2.602758, 2.428999], [-0.777231, 3.320589, 1.312187], [2.545910, 0.734582, -3.473250], [1.674115, -0.269228, -2.842826], [2.328742, -1.279974, -2.050119], [0.319960, -0.141081, -2.862117], [-0.430473, -0.639646, -1.881842], [-1.694096, -1.133116, -2.261663], [-1.954682, -1.815554, -3.482321], [-3.096807, -2.613435, -3.551549], [-3.973190, -2.737770, -2.459615], [-3.771552, -1.978429, -1.308509], [-2.701494, -1.073253, -1.234130], [-2.495142, -0.174108, -0.195418], [-3.562898, 0.489384, 0.249623], [-4.581504, 0.894858, -0.554899], [-4.373008, 1.093295, -1.978540], [-5.955160, 0.599069, -0.230269], [-3.512966, 0.950060, 1.549952], [-2.820073, 0.215376, 2.600139], [-4.323578, 2.094025, 2.007662], [-0.197160, 0.735176, -3.812604], [0.034470, 0.473954, -5.250374], [-1.327723, 1.566918, -3.557169], [3.040664, 0.343368, -4.364706], [3.261744, 0.980709, -2.683903], [2.001215, 1.618925, -3.676318], [2.576453, -2.177175, -2.655948], [1.588972, -1.495919, -1.256508], [3.273008, -0.806592, -1.706469], [-1.239767, -1.803109, -4.311950], [-3.333247, -3.191662, -4.485128], [-4.865981, -3.422356, -2.519934], [-4.510099, -2.066610, -0.508736], [-3.342042, 1.395207, -2.113367], [-5.045295, 1.898397, -2.291182], [-4.612530, 0.202948, -2.590037], [-5.960929, -0.083988, 0.623230], [-6.429051, 0.141926, -1.119321], [-6.446154, 1.540510, 0.057891], [-2.195377, -0.520195, 2.116234], [-3.522766, -0.325776, 3.262341], [-2.302507, 0.956520, 3.201076], [-4.531087, 2.785154, 1.178381], [-3.810035, 2.673250, 2.793489], [-5.323463, 1.747754, 2.370652], [0.746733, -0.343374, -5.413467], [0.493661, 1.326691, -5.751945], [-0.916203, 0.298665, -5.773063], [-1.301798, 1.946524, -2.550814], [-2.268049, 1.006247, -3.771585], [-1.318551, 2.432596, -4.239860], [1.280859, -4.185512, 0.048189], [0.043317, -3.581198, 0.586617], [-1.095699, -4.560624, 0.661861], [-0.093294, -2.356794, 0.868284], [2.004380, -3.462559, -0.334204], [1.019882, -4.899088, -0.725402], [1.722506, -4.830491, 0.828136], [-1.659384, -4.490195, -0.281535], [-1.853912, -4.367352, 1.431696], [-0.718443, -5.572685, 0.664770]], "atomic_forces_ev_per_a": [[0.996, -0.060, 0.133], [0.251, -0.858, 0.290], [-3.370, 1.584, 1.505], [1.233, -0.295, -0.462], [3.949, -0.753, -1.728], [-0.289, -0.066, 0.328], [-0.344, 0.403, -0.374], [1.241, -0.335, -0.559], [-0.713, -0.437, 1.280], [-1.269, -1.183, 0.289], [-1.073, 0.933, -0.311], [1.461, 0.283, -0.256], [-2.287, -0.204, -0.761], [1.932, 0.156, 0.899], [0.949, 1.437, -0.489], [-0.621, 0.448, -0.244], [0.261, -1.571, 1.261], [-1.494, -1.162, 0.030], [-0.020, 0.615, 1.803], [1.005, 1.001, -0.133], [0.163, 0.041, -0.463], [-0.249, 0.430, -0.102], [-0.178, -0.068, 0.071], [-0.239, 0.480, -0.254], [0.125, 0.205, 0.237], [-0.367, 0.167, 0.086], [0.075, 0.182, -0.829], [0.230, -0.009, 0.128], [-0.846, 0.318, 0.269], [-0.065, 0.238, -0.110], [-0.042, 0.588, -0.352], [-1.015, -0.434, -0.063], [-0.054, -0.406, -0.504], [0.085, -0.228, 0.956], [0.109, -0.165, -0.538], [-0.086, -0.135, -0.281], [0.594, -0.119, -1.235], [-0.091, 0.317, -0.587], [0.080, -1.302, 0.387], [0.164, -0.219, 0.286], [0.350, -1.086, 1.004], [-0.897, 0.757, -1.170], [0.016, 0.118, 0.164], [-0.249, 0.998, 0.779], [0.575, 0.427, -1.390], [-0.620, -0.338, 0.539], [-0.095, -0.012, 1.213], [-0.807, -0.607, -0.711], [-0.444, -0.508, -0.509], [-0.096, 0.352, -0.281], [0.475, -1.012, -1.524], [-1.282, 0.497, 1.071], [1.852, -0.263, -0.173], [0.087, -0.264, -0.301], [-0.054, 0.080, 0.003], [-0.262, 0.430, 0.601], [-0.803, 0.526, -0.247], [-0.934, 0.101, -0.149], [-0.822, -0.297, -0.313], [1.220, -1.053, -1.144], [0.440, 0.337, 0.150], [-1.071, -0.275, -0.821], [0.039, 0.131, 0.090], [0.353, 0.103, -0.425], [-0.589, 0.723, -0.445], [-0.178, 0.367, 0.442], [0.982, -0.420, -0.124], [-0.633, -0.693, 0.322], [-0.193, -0.015, 0.430], [0.391, 0.676, 1.020], [1.161, 0.805, 0.029], [0.310, 0.188, -0.026], [-0.107, -0.006, -0.234], [0.147, 0.015, -0.012], [0.253, 0.250, 0.300], [-0.378, 0.003, -0.161], [0.045, 0.150, 0.636], [-0.398, -0.427, -0.190], [0.263, -0.256, 0.232], [0.208, 0.247, -0.239], [0.487, -0.189, 0.218], [0.234, -0.329, 0.124], [-0.109, -0.504, -0.240], [0.768, 0.324, 0.047], [-0.443, -0.066, 0.247], [-0.029, 0.298, 0.147], [0.150, -0.299, 0.269], [-0.119, 0.001, 0.496], [0.390, 0.475, 0.320], [0.204, -0.286, 0.194], [0.723, -0.012, 0.115], [-1.054, 2.318, 0.333], [-0.691, 0.454, -0.178], [0.440, -3.004, -0.481], [-0.053, -0.133, 0.357], [-0.144, -0.018, -0.336], [0.033, 0.463, -0.061], [0.233, 0.234, -0.028], [0.528, -0.007, 0.034], [0.006, -0.284, 0.391]]}

***

Going through the records in order, we get E_tot values of -9728.7975; -9268.7591; -75167.6923; -53317.5656 eV.